(P)
{
  "formula": "C4H32NO14",
  "method": "ωB97M-V with the def2-TZVPD basis set",
  "homo_ev": -5.4,
  "charge": -1,
  "gap_ev": 8.05,
  "symbols": ["C", "C", "N", "C", "C", "O", "O", "H", "H", "H", "H", "H", "H", "H", "H", "H", "H", "O", "H", "H", "O", "H", "H", "O", "H", "H", "O", "H", "H", "O", "H", "H", "O", "H", "H", "O", "H", "H", "O", "H", "H", "O", "H", "H", "O", "H", "H", "O", "H", "H", "O"],
  "coordinates": [[-0.80, -0.42, -0.26], [-1.57, -1.55, 0.35], [-0.95, -2.33, 1.27], [0.46, -2.61, 1.04], [0.86, -3.24, -0.30], [1.40, -2.31, -1.26], [-2.75, -1.78, 0.09], [-1.42, 0.44, -0.43], [-0.34, -0.80, -1.16], [-0.15, 0.01, 0.50], [-1.53, -3.03, 1.73], [0.98, -1.66, 1.13], [0.90, -3.14, 1.89], [1.67, -3.97, -0.16], [-0.01, -3.65, -0.80], [1.78, -1.48, -0.83], [3.34, -0.14, -1.17], [2.56, -0.15, -0.61], [-1.25, 2.29, -2.41], [-2.54, 1.55, -2.69], [-2.17, 2.45, -2.66], [-2.94, -0.85, -1.44], [-1.79, -1.10, -2.48], [-2.54, -0.52, -2.26], [0.17, 3.82, 1.02], [1.26, 4.37, 0.10], [0.32, 4.41, 0.24], [2.60, 1.51, -0.39], [1.82, 2.73, 0.15], [2.64, 2.49, -0.26], [-2.17, 4.10, 0.99], [-2.26, 2.62, 0.46], [-2.29, 3.17, 1.24], [2.10, -0.46, 2.81], [1.70, -1.34, 3.89], [1.34, -0.58, 3.42], [-0.40, -1.76, -4.27], [0.23, -1.92, -2.80], [-0.57, -2.00, -3.35], [2.94, -0.58, 0.62], [3.75, -1.77, 1.40], [3.29, -0.93, 1.58], [-0.47, 0.04, 3.53], [-1.30, -0.59, 2.56], [-1.39, 0.14, 3.18], [1.68, 0.32, -2.03], [0.56, 0.98, -2.86], [1.46, 0.68, -2.93], [-0.74, 1.92, 2.58], [-1.46, 2.24, 1.28], [-0.79, 2.61, 1.88]],
  "mulliken_charge": [-0.106, 0.600, -0.076, -0.327, -0.547, -0.633, -0.808, 0.320, -0.694, 0.603, 0.226, 0.064, 0.433, 0.253, 0.410, 0.400, 0.113, -1.306, 0.293, 0.383, -0.670, 0.328, 0.443, -0.779, 0.441, 0.304, -0.674, 0.378, 0.333, -0.674, 0.326, 0.395, -0.571, 0.294, 0.252, -0.608, 0.291, 0.402, -0.682, 0.443, 0.264, -0.764, 0.410, 0.373, -0.801, 0.460, 0.329, -0.665, 0.196, 0.326, -0.701]
}



(Q)
{
  "formula": "C4H32NO14",
  "method": "ωB97M-V with the def2-TZVPD basis set",
  "homo_ev": -5.7,
  "charge": -1,
  "gap_ev": 8.07,
  "symbols": ["C", "C", "C", "O", "N", "C", "O", "H", "H", "H", "H", "H", "H", "H", "H", "H", "H", "O", "H", "H", "O", "H", "H", "O", "H", "H", "O", "H", "H", "O", "H", "H", "O", "H", "H", "O", "H", "H", "O", "H", "H", "O", "H", "H", "O", "H", "H", "O", "H", "H", "O"],
  "coordinates": [[1.83, 0.81, -1.36], [0.73, 1.94, -1.51], [1.11, 3.27, -0.72], [0.26, 4.16, -0.64], [1.30, -0.51, -1.24], [0.85, -0.60, 0.21], [0.28, 0.47, 0.83], [2.33, 1.10, -0.45], [2.44, 0.71, -2.35], [-0.17, 1.61, -0.85], [0.65, 2.08, -2.57], [2.07, 3.52, -0.27], [0.54, -0.58, -1.83], [0.03, -1.26, 0.38], [1.88, -0.89, 0.58], [-2.07, -0.10, -3.17], [-0.95, 1.03, -3.40], [-1.13, 0.04, -3.54], [-0.25, -2.96, -3.05], [1.17, -2.41, -3.58], [0.71, -3.06, -2.95], [-1.18, 1.29, 1.23], [-1.55, 2.74, 1.42], [-1.95, 1.91, 1.41], [-2.27, 2.26, -2.00], [-3.39, 1.35, -1.42], [-2.67, 1.43, -2.10], [1.26, -0.86, 3.51], [1.09, 0.58, 3.87], [0.98, -0.25, 4.29], [0.53, -3.16, -0.94], [-0.65, -3.74, -0.34], [0.30, -3.60, -0.15], [0.42, -2.62, 3.39], [0.90, -2.87, 2.00], [1.24, -2.58, 2.88], [-3.61, -0.55, 0.23], [-0.85, -0.04, 1.97], [-3.09, -1.38, 0.33], [-2.04, -0.22, 2.90], [-2.21, -1.10, 0.90], [-1.47, -0.71, 2.26], [-2.27, -1.81, -1.61], [-2.99, -2.11, -2.87], [-2.20, -2.42, -2.38], [0.62, 2.03, 1.41], [2.03, 2.33, 1.40], [1.25, 2.76, 1.73], [2.83, -0.46, 1.41], [2.53, 0.60, 2.18], [3.34, 0.18, 1.89]],
  "mulliken_charge": [-1.117, 0.594, -0.371, -0.571, -0.132, -0.277, -0.607, 0.480, 0.291, -0.316, 0.687, 0.445, 0.341, 0.108, -0.006, 0.329, 0.303, -0.618, 0.343, 0.300, -0.683, 0.574, 0.402, -0.728, 0.261, 0.263, -0.618, 0.444, 0.354, -0.694, 0.284, 0.330, -0.634, 0.311, 0.333, -0.729, 0.259, 0.115, -0.792, 0.348, 0.530, -0.678, 0.330, 0.272, -0.577, 0.364, 0.393, -0.776, 0.072, 0.258, -0.793]
}



Short version: (Q) is the most stable of them.



(P)
{
  "formula": "CH3N2OP",
  "method": "ωB97M-V with the def2-TZVPD basis set",
  "homo_ev": -9.6,
  "smiles": "O=PN1CN1",
  "gap_ev": 10.03,
  "symbols": ["C", "N", "N", "O", "P", "H", "H", "H"],
  "coordinates": [[-0.42, -0.26, 0.96], [0.96, -0.23, 0.76], [0.22, -0.11, -0.46], [-0.81, 0.32, -2.79], [0.42, 0.36, -2.00], [-0.92, -1.21, 1.07], [-0.99, 0.60, 1.31], [1.52, 0.54, 1.15]],
  "mulliken_charge": [-0.010, -0.505, 0.118, -0.453, 0.150, 0.196, 0.240, 0.265]
}



(Q)
{
  "formula": "CH3N2OP",
  "method": "ωB97M-V with the def2-TZVPD basis set",
  "homo_ev": -10.7,
  "smiles": "N#P=O.C=N",
  "gap_ev": 9.38,
  "symbols": ["C", "N", "N", "O", "P", "H", "H", "H"],
  "coordinates": [[-1.63, 0.33, -0.08], [-0.63, -0.27, 0.43], [2.91, 1.27, -0.01], [2.03, -1.41, -0.18], [2.21, -0.01, 0.00], [-1.52, 1.26, -0.52], [-2.70, 0.06, -0.29], [-0.67, -1.23, 0.64]],
  "mulliken_charge": [-0.224, -0.413, -0.387, -0.502, 0.834, 0.246, 0.219, 0.227]
}



Short version: (P) is the most stable of them.



(P)
{
  "formula": "C3H8N2O",
  "method": "ωB97M-V with the def2-TZVPD basis set",
  "homo_ev": -8.2,
  "smiles": "C/C=C\\N.N=O",
  "gap_ev": 7.85,
  "symbols": ["C", "C", "C", "N", "N", "O", "H", "H", "H", "H", "H", "H", "H", "H"],
  "coordinates": [[-0.58, 0.07, -0.77], [-0.15, -0.09, 0.48], [-1.14, 1.35, -1.31], [2.44, -2.64, 0.13], [-0.04, 0.93, 1.41], [2.14, -3.56, 0.87], [-0.58, -0.78, -1.43], [0.21, -1.05, 0.82], [-0.53, 2.21, -1.02], [-2.15, 1.52, -0.93], [-1.19, 1.32, -2.40], [-0.58, 1.75, 1.20], [2.22, -1.70, 0.56], [-0.07, 0.66, 2.38]],
  "mulliken_charge": [-0.090, -0.377, -1.233, -0.008, -0.486, -0.229, 0.347, 0.471, 0.331, 0.288, 0.316, 0.188, 0.269, 0.214]
}



(Q)
{
  "formula": "C3H8N2O",
  "method": "ωB97M-V with the def2-TZVPD basis set",
  "homo_ev": -8.7,
  "smiles": "[H]/N=C(\\N)COC",
  "gap_ev": 9.32,
  "symbols": ["C", "C", "C", "N", "O", "N", "H", "H", "H", "H", "H", "H", "H", "H"],
  "coordinates": [[-0.07, 0.32, -0.84], [-1.95, -0.60, 0.75], [0.91, -0.31, -0.01], [1.73, 1.13, -0.48], [-1.32, -0.81, -0.48], [1.38, -1.32, 0.46], [2.30, -1.30, 0.87], [1.97, 1.49, -1.40], [2.08, 1.75, 0.24], [-0.56, 1.23, -0.52], [-0.04, 0.06, -1.90], [-1.35, -0.97, 1.60], [-2.91, -1.13, 0.76], [-2.17, 0.46, 0.94]],
  "mulliken_charge": [-0.342, -0.644, 0.596, -0.607, -0.516, -0.449, 0.319, 0.213, 0.169, 0.255, 0.260, 0.251, 0.231, 0.265]
}



(R)
{
  "formula": "C3H8N2O",
  "method": "ωB97M-V with the def2-TZVPD basis set",
  "homo_ev": -9.3,
  "smiles": "CC(=O)NCN",
  "gap_ev": 10.24,
  "symbols": ["O", "C", "N", "C", "N", "C", "H", "H", "H", "H", "H", "H", "H", "H"],
  "coordinates": [[-0.61, 1.43, 0.91], [-0.01, 0.37, 0.97], [0.28, -0.37, -0.14], [-0.02, 0.11, -1.47], [-0.15, -1.04, -2.34], [0.51, -0.20, 2.26], [0.45, -1.35, -0.05], [0.78, 0.72, -1.89], [-0.91, 0.74, -1.41], [0.01, -0.87, -3.32], [-1.01, -1.56, -2.22], [0.48, -1.29, 2.27], [-0.06, 0.18, 3.10], [1.55, 0.11, 2.38]],
  "mulliken_charge": [-0.614, 0.679, -0.241, -0.381, -0.565, -1.040, 0.282, 0.275, 0.306, 0.216, 0.193, 0.331, 0.309, 0.251]
}



(S)
{
  "formula": "C3H8N2O",
  "method": "ωB97M-V with the def2-TZVPD basis set",
  "homo_ev": -8.5,
  "smiles": "[H]/N=C/N.CC=O",
  "gap_ev": 9.05,
  "symbols": ["O", "C", "C", "H", "H", "H", "H", "N", "C", "N", "H", "H", "H", "H"],
  "coordinates": [[1.32, -0.99, -2.47], [0.34, -1.53, -2.96], [-0.69, -2.20, -2.03], [0.34, -1.89, -3.94], [-0.56, -3.33, -1.94], [-0.27, -1.67, -1.14], [-1.82, -1.93, -1.93], [-0.32, 0.57, 2.96], [0.14, 1.79, 2.39], [-0.63, 2.78, 2.11], [0.24, -0.21, 2.64], [-1.34, 0.46, 3.02], [1.14, 1.87, 2.08], [-0.43, 2.89, 1.07]],
  "mulliken_charge": [-0.460, 0.121, -0.699, 0.350, 0.229, 0.176, 0.283, -0.531, 0.042, -0.667, 0.250, 0.295, 0.373, 0.240]
}



Short version: (R) is the most stable of them.



(P)
{
  "formula": "C3H8N2O",
  "method": "ωB97M-V with the def2-TZVPD basis set",
  "homo_ev": -8.6,
  "gap_ev": 9.15,
  "symbols": ["C", "C", "C", "N", "O", "N", "H", "H", "H", "H", "H", "H", "H", "H"],
  "coordinates": [[1.26, 0.30, 0.52], [-2.32, -0.06, 0.28], [0.05, -0.19, -0.13], [2.41, 0.61, -0.28], [-0.05, -1.17, -1.04], [-0.96, 0.45, 0.39], [0.83, -1.53, -1.21], [2.43, 1.51, -0.73], [2.68, -0.06, -1.00], [1.52, -0.33, 1.38], [0.18, 1.05, 1.06], [-2.52, -0.84, 1.03], [-2.51, -0.49, -0.71], [-3.03, 0.76, 0.44]],
  "mulliken_charge": [-0.747, -0.799, 0.558, -0.489, -0.469, -0.352, 0.314, 0.238, 0.200, 0.286, 0.422, 0.262, 0.289, 0.287]
}



(Q)
{
  "formula": "C3H8N2O",
  "method": "ωB97M-V with the def2-TZVPD basis set",
  "homo_ev": -9.7,
  "smiles": "[H]/N=C\\CNCO",
  "gap_ev": 10.59,
  "symbols": ["C", "C", "N", "C", "O", "N", "H", "H", "H", "H", "H", "H", "H", "H"],
  "coordinates": [[1.54, -0.48, -0.01], [-0.76, 0.54, 0.39], [0.66, 0.77, 0.11], [-1.51, -0.16, -0.72], [2.62, 0.03, 0.66], [-2.25, -1.17, -0.64], [1.90, 0.92, 0.97], [0.77, 1.37, -0.71], [-2.36, -1.51, 0.32], [1.03, -1.29, 0.53], [1.75, -0.72, -1.06], [-1.23, 1.51, 0.57], [-0.82, -0.05, 1.31], [-1.33, 0.23, -1.72]],
  "mulliken_charge": [-0.309, -0.658, -0.373, 0.146, -0.622, -0.628, 0.445, 0.248, 0.244, 0.248, 0.282, 0.269, 0.351, 0.357]
}



Short version: (Q) is the most stable of them.